Record 1
{
  "formula": "C13H34N4O5Rb",
  "method": "ωB97M-V/def2-TZVPD",
  "homo_energy_ev": -11.03,
  "de_lowest_ev": 0.030,
  "mol_weight_g_mol": 411.9,
  "total_charge": 1,
  "symbols": ["Rb", "C", "O", "C", "C", "N", "C", "C", "O", "C", "H", "H", "H", "H", "H", "H", "H", "H", "H", "H", "H", "H", "H", "H", "H", "C", "O", "C", "C", "N", "C", "C", "O", "C", "H", "H", "H", "H", "H", "H", "H", "H", "H", "H", "H", "H", "H", "H", "H", "C", "O", "N", "N", "H", "H", "H", "H"],
  "positions_angstrom": [[-0.9149, -1.2523, -1.0996], [-0.0351, -4.6661, 0.7230], [-0.3438, -3.3009, 0.9135], [-1.2166, -3.1317, 2.0283], [-1.1606, -1.7313, 2.5929], [-1.4930, -0.5742, 1.7418], [-1.0210, 0.6427, 2.3905], [-1.4748, 1.8568, 1.6031], [-2.8736, 2.0392, 1.7038], [-3.3189, 2.6592, 2.8960], [-0.9547, -5.2365, 0.5613], [0.5941, -5.0572, 1.5260], [0.5595, -4.8014, -0.1849], [-0.8996, -3.8193, 2.8202], [-2.2237, -3.4727, 1.7502], [-0.1256, -1.6073, 2.9234], [-1.7915, -1.6703, 3.4886], [-2.4810, -0.5316, 1.5138], [0.0671, 0.5842, 2.4575], [-1.4167, 0.7446, 3.4143], [-1.2715, 1.6617, 0.5458], [-0.9532, 2.7741, 1.8909], [-2.6064, 3.4007, 3.2658], [-3.4215, 1.9163, 3.7021], [-4.2998, 3.0805, 2.6991], [2.8460, -1.6835, -2.3533], [1.9371, -0.9810, -1.5000], [2.5638, -0.3491, -0.3768], [3.6500, 0.6651, -0.5893], [3.1855, 2.0253, -0.8918], [2.2292, 2.1208, -1.9958], [2.8879, 2.3621, -3.3525], [3.5390, 3.6032, -3.3068], [4.7121, 3.6426, -4.1125], [3.3807, -2.4285, -1.7620], [3.5150, -0.9768, -2.8436], [2.2479, -2.1542, -3.1308], [2.9378, -1.1756, 0.2541], [1.7176, -0.0489, 0.2535], [4.3827, 0.2764, -1.3148], [4.2474, 0.7083, 0.3255], [4.0075, 2.5483, -1.1772], [1.6163, 3.0170, -1.8364], [1.5396, 1.2813, -2.0250], [2.1232, 2.3031, -4.1426], [3.5665, 1.5352, -3.6160], [4.4607, 3.5932, -5.1795], [5.3728, 2.8066, -3.8797], [5.1624, 4.6195, -3.9555], [-4.8597, -1.0371, 0.3950], [-3.7335, -1.0763, -0.0971], [-5.8944, -1.7853, -0.0713], [-5.1480, -0.2078, 1.4409], [-6.8240, -1.6368, 0.2733], [-5.6995, -2.3021, -0.9089], [-6.0236, -0.3461, 1.9143], [-4.5690, 0.5742, 1.6948]]
}

Record 2
{
  "formula": "C13H35B2ClF3N2O12P3",
  "method": "ωB97M-V/def2-TZVPD",
  "homo_energy_ev": -8.91,
  "mol_weight_g_mol": 618.4,
  "total_charge": 0,
  "symbols": ["C", "C", "Cl", "C", "P", "C", "C", "C", "N", "O", "B", "N", "O", "B", "O", "O", "C", "F", "F", "F", "H", "H", "H", "H", "H", "H", "H", "H", "H", "H", "H", "H", "H", "H", "H", "H", "H", "C", "O", "P", "O", "O", "C", "O", "C", "H", "H", "H", "H", "H", "H", "H", "H", "H", "C", "O", "P", "O", "O", "C", "O", "C", "H", "H", "H", "H", "H", "H", "H", "H", "H"],
  "positions_angstrom": [[-3.8953, -2.4828, 1.3197], [-2.9460, -1.6707, 0.2817], [-2.0546, -2.9995, -0.6715], [-1.8058, -0.8302, 1.0374], [-1.9433, 1.0681, 0.8463], [-1.8290, 1.0154, -1.0462], [-0.4681, 0.3694, -1.6077], [-0.6563, -0.7064, -2.7611], [-1.7486, -0.7597, -3.7134], [0.2458, -1.5713, -2.8801], [-0.2622, 1.2735, 1.8289], [-0.2499, 1.3625, 3.3343], [1.0165, 1.3412, 1.1862], [-3.6050, 1.0393, 1.8495], [-4.8889, 1.3009, 1.2924], [-3.5458, 0.6923, 3.2476], [-2.0697, 3.0167, 0.8508], [-0.8666, 3.6564, 0.3823], [-3.2054, 3.5338, 0.1913], [-2.1901, 3.4565, 2.2141], [-4.2817, -3.3978, 0.7741], [-4.7903, -1.8013, 1.5333], [-3.3349, -2.7312, 2.2814], [-3.6394, -1.0569, -0.3705], [-1.9302, -1.0674, 2.1584], [-0.7738, -1.2577, 0.7683], [-1.8187, 2.1123, -1.3906], [-2.7727, 0.5769, -1.5292], [0.1845, -0.1104, -0.8140], [0.1658, 1.2141, -2.0622], [-2.4997, -0.0923, -3.5017], [-2.1934, -1.6905, -3.6901], [-0.3331, 0.3976, 3.6802], [0.6326, 1.7983, 3.6444], [0.9723, 1.8014, 0.3248], [-5.4379, 1.6705, 2.0131], [-2.8786, 1.2688, 3.6795], [0.9846, 4.5330, 2.6869], [2.3313, 4.2111, 3.0160], [3.2019, 5.3230, 3.9928], [2.0376, 5.5939, 4.9322], [3.2269, 6.4175, 2.7601], [3.8759, 6.0356, 1.5482], [4.2400, 6.3314, 4.9210], [5.6050, 6.3846, 4.5044], [0.7101, 3.9632, 1.8027], [0.3237, 4.2415, 3.5047], [0.8643, 5.5949, 2.4669], [3.1225, 5.8553, 0.7798], [4.4816, 5.1356, 1.6772], [4.5233, 6.8521, 1.2232], [5.7080, 7.0430, 3.6377], [5.9734, 5.3865, 4.2577], [6.2029, 6.7887, 5.3218], [0.2219, -8.2071, -5.6263], [0.9404, -7.9039, -4.4392], [0.2922, -6.6997, -3.4007], [-1.1438, -7.1801, -3.5424], [0.6296, -5.5297, -4.5115], [1.9940, -5.3405, -4.8823], [-0.1751, -5.4979, -2.2654], [0.8846, -4.7342, -1.6838], [0.9160, -8.6780, -6.3260], [-0.5793, -8.9133, -5.4048], [-0.1866, -7.3088, -6.0918], [2.1464, -5.7201, -5.8940], [2.6759, -5.8520, -4.1989], [2.2171, -4.2722, -4.8683], [1.2238, -3.9682, -2.3853], [1.7196, -5.3827, -1.4078], [0.5077, -4.2425, -0.7869]]
}

Record 3
{
  "formula": "C13H35GeOSSe3Si3TeTi",
  "method": "ωB97M-V/def2-TZVPD",
  "homo_energy_ev": [-13.75, -13.81],
  "multiplicity": 2,
  "de_lowest_ev": 0.000,
  "s_squared": 0.760,
  "mol_weight_g_mol": 808.7,
  "total_charge": 2,
  "symbols": ["Ti", "Se", "Se", "Te", "Se", "C", "Si", "C", "C", "Ge", "Si", "C", "C", "C", "Si", "C", "C", "C", "H", "H", "H", "H", "H", "H", "H", "H", "H", "H", "H", "H", "H", "H", "H", "H", "H", "H", "H", "H", "H", "H", "H", "H", "H", "H", "H", "O", "S", "C", "C", "C", "C", "H", "H", "H", "H", "H", "H", "H", "H"],
  "positions_angstrom": [[-0.5812, -0.2555, -0.5347], [0.8350, 1.5740, 0.4109], [1.7814, 0.6828, -1.6094], [1.7715, -1.8459, -1.6927], [-0.6618, -2.0149, -2.2653], [-1.6620, 1.9280, -2.7825], [-2.3024, 2.9280, -1.3435], [-1.2885, 4.4501, -1.0924], [-4.1165, 3.2768, -1.4990], [-2.0202, 1.4698, 0.5922], [-3.6012, -0.5196, -0.0041], [-4.8665, 0.5101, 0.8721], [-4.1015, -0.7855, -1.7556], [-3.2166, -2.0844, 0.9023], [-2.2406, 2.5173, 2.7712], [-2.6346, 1.2367, 4.0485], [-3.6387, 3.6903, 2.4894], [-0.6156, 3.3471, 3.0508], [-1.7202, 2.5052, -3.7118], [-2.2221, 1.0072, -2.9485], [-0.5984, 1.6850, -2.6817], [-1.5057, 5.1531, -1.9019], [-0.2229, 4.2203, -1.1178], [-1.5089, 4.9569, -0.1502], [-4.2637, 4.0877, -2.2179], [-4.5691, 3.5915, -0.5567], [-4.6594, 2.4052, -1.8704], [-5.0027, 1.4970, 0.4246], [-4.6725, 0.6260, 1.9385], [-5.8114, -0.0332, 0.7560], [-4.4334, 0.1319, -2.2428], [-4.9642, -1.4603, -1.6976], [-3.3512, -1.2618, -2.3821], [-2.9952, -1.8815, 1.9525], [-2.3923, -2.6405, 0.4579], [-4.1056, -2.7239, 0.8664], [-3.3617, 0.5058, 3.6900], [-3.0657, 1.7175, 4.9312], [-1.7345, 0.7087, 4.3670], [-4.5522, 3.1623, 2.2085], [-3.4000, 4.4157, 1.7084], [-3.8492, 4.2466, 3.4074], [0.1789, 2.6177, 3.2238], [-0.6812, 3.9808, 3.9406], [-0.3307, 3.9871, 2.2133], [-0.1210, -1.3712, 0.9483], [0.0615, -1.0286, 2.4739], [-0.3248, -2.5957, 3.2892], [0.8738, -2.8882, 4.1895], [2.0982, -2.5588, 3.3412], [1.8466, -1.1617, 2.7800], [-0.4067, -3.3143, 2.4715], [-1.2824, -2.5003, 3.7966], [0.8452, -3.9238, 4.5234], [0.8467, -2.2578, 5.0814], [2.1955, -3.2767, 2.5249], [3.0237, -2.5754, 3.9137], [2.3368, -0.9239, 1.8371], [2.0710, -0.3705, 3.4976]]
}